Density functional theory data (ωB97M-V with the def2-TZVPD basis set) for a 2-piece molecular cluster, Br2HNS overall.

Properties
LUMO (alpha / beta) ... -1.1278 / -3.5969 eV
Orbital gap (alpha / beta) ... 9.44 / 5.03 eV
Total charge ... 0
ΔE to the lowest compared entry with this formula, charge and spin ... 144.6 kJ/mol

Each line ends with the Mulliken charge.
Atoms and positions in Å:
N -0.198 -0.637 -1.075  -0.341
S -1.686 -0.731 -0.730  0.227
Br -2.933 1.151 -0.718  -0.121
Br -2.823 -0.890 2.645  -0.030
H 0.402 -0.093 -1.559  0.266